# 1
{"formula": "C28H38FN6O2S", "method": "wB97M-V/def2-TZVPD", "charge": -1, "homo_energy_ev": -5.57, "homo_lumo_gap_ha": 0.2965, "total_energy_ev": -56243.7198, "species": ["F", "C", "C", "C", "S", "O", "O", "C", "H", "H", "H", "H", "H", "H", "H", "H", "N", "C", "C", "C", "C", "H", "H", "H", "H", "H", "N", "C", "C", "C", "C", "H", "H", "H", "H", "H", "N", "C", "C", "C", "C", "H", "H", "H", "H", "H", "N", "C", "C", "C", "C", "H", "H", "H", "H", "H", "N", "C", "C", "C", "C", "H", "H", "H", "H", "H", "N", "C", "C", "C", "C", "H", "H", "H", "H", "H"], "coordinates": [[2.58, 31.77, 5.90], [0.11, 27.76, 5.61], [1.22, 28.81, 5.58], [1.89, 28.67, 4.23], [0.57, 28.23, 3.07], [0.89, 27.03, 2.35], [0.20, 29.40, 2.33], [-0.67, 27.91, 4.32], [-0.54, 27.86, 6.48], [0.57, 26.77, 5.66], [1.92, 28.57, 6.38], [0.83, 29.81, 5.73], [2.61, 27.86, 4.18], [2.29, 29.61, 3.85], [-1.31, 27.07, 4.06], [-1.31, 28.79, 4.33], [2.79, 34.64, 6.73], [3.62, 35.69, 6.48], [3.03, 36.82, 6.99], [1.82, 36.42, 7.60], [1.69, 35.07, 7.42], [3.03, 33.67, 6.54], [4.56, 35.53, 5.97], [3.46, 37.81, 6.98], [1.11, 37.02, 8.16], [0.97, 34.35, 7.75], [2.23, 31.64, 8.57], [1.43, 30.68, 9.14], [1.69, 30.66, 10.48], [2.68, 31.64, 10.74], [3.00, 32.21, 9.53], [2.41, 31.77, 7.57], [0.78, 30.11, 8.50], [1.22, 30.04, 11.22], [3.14, 31.87, 11.69], [3.76, 32.94, 9.26], [5.43, 32.62, 5.59], [6.51, 32.37, 6.40], [7.56, 33.12, 5.93], [7.11, 33.81, 4.77], [5.79, 33.49, 4.60], [4.49, 32.24, 5.71], [6.41, 31.72, 7.25], [8.56, 33.14, 6.34], [7.66, 34.48, 4.13], [5.08, 33.77, 3.84], [4.51, 29.67, 6.16], [5.53, 29.19, 5.40], [6.54, 28.82, 6.26], [6.10, 29.11, 7.58], [4.83, 29.60, 7.49], [3.68, 30.12, 5.81], [5.46, 29.17, 4.33], [7.49, 28.39, 5.99], [6.71, 28.93, 8.45], [4.10, 29.92, 8.22], [-0.38, 32.34, 5.68], [-0.94, 31.91, 4.52], [-2.28, 32.17, 4.56], [-2.55, 32.73, 5.84], [-1.36, 32.83, 6.51], [0.61, 32.25, 5.87], [-0.33, 31.48, 3.74], [-3.00, 31.97, 3.77], [-3.51, 33.05, 6.22], [-1.15, 33.19, 7.50], [2.46, 32.97, 3.41], [2.48, 32.41, 2.16], [2.55, 33.42, 1.24], [2.56, 34.64, 1.96], [2.49, 34.32, 3.30], [2.46, 32.48, 4.31], [2.35, 31.35, 2.01], [2.63, 33.28, 0.18], [2.74, 35.62, 1.54], [2.51, 34.98, 4.15]]}



# 2
{"formula": "C6H15P2", "method": "wB97M-V/def2-TZVPD", "charge": 1, "homo_energy_ev": [-11.48, -13.54], "multiplicity": 3, "homo_lumo_gap_ha": [0.3161, 0.2309], "s2": 2.010, "total_energy_ev": -25032.0770, "species": ["C", "C", "C", "C", "C", "C", "P", "P", "H", "H", "H", "H", "H", "H", "H", "H", "H", "H", "H", "H", "H", "H", "H"], "coordinates": [[1.51, -0.23, 2.08], [0.77, -0.82, 0.95], [-1.76, 1.82, 0.34], [-1.41, -2.08, -1.82], [2.23, 0.77, -1.00], [-2.07, 1.62, 1.61], [0.33, -1.64, -2.23], [0.74, -0.22, -0.62], [2.03, -1.03, 2.61], [2.23, 0.52, 1.78], [0.00, -1.53, 1.22], [-2.00, 1.09, -0.42], [-1.32, 2.73, -0.01], [0.82, 0.20, 2.81], [-2.06, -1.21, -1.75], [-1.45, -2.64, -0.88], [-1.80, -2.74, -2.60], [2.27, 0.96, -2.07], [3.13, 0.22, -0.71], [2.20, 1.73, -0.47], [-2.54, 0.71, 1.95], [-1.87, 2.36, 2.36], [0.04, -0.60, -3.13]]}



# 3
{"formula": "C5H13IrO3", "method": "wB97M-V/def2-TZVPD", "charge": 2, "homo_energy_ev": [-15.64, -17.41], "multiplicity": 5, "homo_lumo_gap_ha": [0.2764, 0.1876], "s2": 6.013, "total_energy_ev": -14350.7524, "de_lowest_ev": 0.000, "species": ["C", "O", "C", "C", "O", "C", "H", "H", "H", "H", "H", "H", "H", "H", "H", "Ir", "O", "H", "C", "H", "H", "H"], "coordinates": [[1.14, -0.51, -0.60], [-0.03, 0.22, -0.91], [-1.22, -0.51, -0.86], [-2.27, 0.27, -0.11], [-2.26, 1.61, -0.53], [-3.34, 2.36, -0.02], [1.95, 0.10, -1.04], [1.15, -1.52, -1.04], [-1.06, -1.47, -0.33], [-1.57, -0.73, -1.88], [-2.07, 0.21, 0.98], [-3.26, -0.18, -0.30], [-3.36, 2.35, 1.08], [-3.22, 3.39, -0.37], [-4.30, 1.96, -0.39], [1.15, -0.58, 1.56], [3.03, -0.48, 1.09], [3.35, 0.42, 1.27], [3.91, -1.52, 0.67], [4.91, -1.29, 1.05], [3.57, -2.47, 1.10], [3.81, -1.63, -0.41]]}



# 4
{"formula": "C9H19NSi", "method": "wB97M-V/def2-TZVPD", "homo_energy_ev": -6.49, "homo_lumo_gap_ha": 0.2454, "total_energy_ev": -19004.5301, "de_lowest_ev": 3.056, "species": ["C", "C", "C", "C", "C", "C", "C", "C", "C", "N", "Si", "H", "H", "H", "H", "H", "H", "H", "H", "H", "H", "H", "H", "H", "H", "H", "H", "H", "H", "H"], "coordinates": [[2.32, 1.99, 1.01], [1.71, 1.72, -0.01], [3.13, 2.34, 2.24], [-1.63, 1.65, 1.24], [1.74, -2.52, -0.11], [-2.61, -0.98, -2.40], [-1.50, 0.13, 1.36], [0.21, -2.32, -0.28], [-1.31, -0.20, -1.94], [0.94, 1.29, -0.94], [-0.72, -0.63, -0.19], [4.09, 1.83, 2.31], [3.23, 3.40, 2.23], [2.51, 1.94, 3.08], [-0.64, 2.05, 1.30], [-2.22, 2.02, 0.36], [-2.21, 2.02, 2.22], [2.02, -3.45, -0.66], [2.30, -1.61, -0.49], [1.95, -2.53, 0.91], [-2.98, -0.44, -3.27], [-2.38, -1.98, -2.63], [-3.54, -0.85, -1.78], [-2.55, -0.33, 1.34], [-0.95, -0.05, 2.29], [-0.27, -2.87, 0.51], [-0.21, -2.74, -1.23], [-1.42, 0.82, -2.22], [-0.46, -0.48, -2.57], [1.48, 0.80, -1.67]]}



# 5
{"formula": "C2H6O3P", "method": "wB97M-V/def2-TZVPD", "charge": -1, "smiles": "C[C@@H](O)[P@H](=O)[O-]", "homo_energy_ev": -4.66, "homo_lumo_gap_ha": 0.3283, "total_energy_ev": -17604.8669, "de_lowest_ev": 1.107, "species": ["C", "C", "O", "O", "O", "P", "H", "H", "H", "H", "H", "H"], "coordinates": [[0.43, 1.33, -0.61], [0.63, 0.07, 0.37], [-0.74, -1.15, -1.73], [-1.92, -1.02, 0.59], [0.18, 0.38, 1.72], [-0.60, -1.26, -0.25], [-0.58, 1.65, -0.33], [1.28, 1.91, -0.28], [0.64, 0.80, -1.58], [1.67, -0.27, 0.45], [-0.83, 0.17, 1.66], [-0.15, -2.59, -0.01]]}



# 6
{"formula": "C4H8O", "method": "wB97M-V/def2-TZVPD", "homo_energy_ev": -7.35, "homo_lumo_gap_ha": 0.3055, "total_energy_ev": -6319.5796, "de_lowest_ev": 5.588, "species": ["C", "C", "C", "O", "C", "H", "H", "H", "H", "H", "H", "H", "H"], "coordinates": [[0.62, 0.59, -0.94], [-0.46, 0.46, 0.03], [-1.58, -0.55, -0.26], [-0.81, -1.64, 0.27], [0.24, -0.78, 0.45], [2.15, 0.87, 1.23], [1.20, 1.52, -0.88], [0.71, 0.12, -1.90], [-0.65, 1.28, 0.72], [-1.77, -0.78, -1.31], [-2.51, -0.41, 0.28], [1.68, 0.61, 1.75], [1.19, -1.27, 0.55]]}



# 7
{"formula": "C42H42IrN3S4Si2", "method": "wB97M-V/def2-TZVPD", "charge": -1, "homo_energy_ev": [-4.59, -4.60], "multiplicity": 2, "homo_lumo_gap_ha": [0.2407, 0.2049], "s2": 0.759, "total_energy_ev": -110646.0329, "de_lowest_ev": 1.133, "species": ["Ir", "N", "C", "C", "C", "C", "C", "C", "C", "C", "C", "C", "C", "C", "H", "H", "H", "H", "H", "H", "H", "H", "H", "H", "S", "C", "C", "C", "C", "C", "C", "H", "H", "H", "H", "H", "S", "C", "S", "C", "N", "N", "C", "C", "C", "C", "C", "C", "S", "H", "H", "H", "H", "H", "C", "Si", "C", "C", "C", "C", "C", "C", "C", "H", "H", "H", "H", "H", "H", "H", "H", "H", "H", "H", "C", "Si", "C", "C", "C", "C", "C", "C", "C", "H", "H", "H", "H", "H", "H", "H", "H", "H", "H", "H"], "coordinates": [[-0.33, 0.29, -0.31], [0.15, -0.80, 1.67], [1.17, -0.16, 2.43], [2.24, -0.89, 2.93], [3.29, -0.26, 3.58], [3.26, 1.12, 3.75], [2.16, 1.84, 3.30], [1.10, 1.22, 2.65], [-0.13, 1.97, 2.29], [-0.62, 2.85, 3.26], [-1.84, 3.49, 3.11], [-2.60, 3.22, 1.99], [-2.11, 2.37, 1.01], [-0.86, 1.75, 1.10], [-0.78, -0.72, 2.10], [0.32, -1.80, 1.59], [2.25, -1.97, 2.80], [4.12, -0.84, 3.94], [4.08, 1.63, 4.23], [2.13, 2.91, 3.44], [-0.05, 2.99, 4.17], [-2.20, 4.16, 3.88], [-3.58, 3.67, 1.86], [-2.73, 2.19, 0.15], [-1.00, -1.74, -0.93], [-1.75, -2.06, -2.51], [-1.04, -2.65, -3.54], [-1.67, -2.99, -4.72], [-3.03, -2.75, -4.87], [-3.76, -2.20, -3.83], [-3.13, -1.87, -2.64], [0.02, -2.86, -3.40], [-1.11, -3.44, -5.53], [-3.53, -3.01, -5.80], [-4.82, -2.04, -3.93], [-3.68, -1.46, -1.80], [-1.61, -6.26, 2.49], [-2.11, -4.66, 2.48], [-3.22, -4.08, 1.29], [-3.08, -2.43, 1.89], [-2.25, -2.35, 2.90], [-1.75, -3.61, 3.26], [-0.94, -3.61, 4.43], [-0.45, -2.39, 4.90], [0.33, -2.35, 6.04], [0.64, -3.51, 6.74], [0.14, -4.71, 6.28], [-0.65, -4.77, 5.13], [-3.88, -1.17, 1.11], [-0.72, -1.48, 4.40], [0.70, -1.39, 6.38], [1.26, -3.47, 7.63], [0.35, -5.63, 6.81], [-1.03, -5.72, 4.79], [2.65, -1.51, -0.30], [1.86, -0.04, -1.19], [2.35, -0.36, -2.98], [2.86, 1.51, -0.75], [2.37, 2.63, -0.07], [3.18, 3.71, 0.23], [4.52, 3.71, -0.14], [5.04, 2.62, -0.81], [4.22, 1.54, -1.11], [3.61, -1.73, -0.78], [2.02, -2.39, -0.37], [2.86, -1.29, 0.74], [3.37, -0.75, -2.92], [2.37, 0.56, -3.57], [1.77, -1.10, -3.52], [1.34, 2.65, 0.23], [2.76, 4.56, 0.76], [5.15, 4.56, 0.10], [6.08, 2.60, -1.11], [4.65, 0.69, -1.64], [-3.13, 1.43, -2.04], [-1.24, 1.71, -2.00], [-0.91, 3.55, -1.61], [-0.88, 1.64, -3.88], [-0.37, 0.54, -4.55], [-0.24, 0.50, -5.93], [-0.64, 1.59, -6.69], [-1.18, 2.70, -6.05], [-1.30, 2.72, -4.67], [-3.65, 2.38, -2.08], [-3.51, 0.86, -1.18], [-3.38, 0.87, -2.94], [-1.78, 4.02, -1.14], [-0.67, 4.11, -2.51], [-0.08, 3.67, -0.91], [-0.09, -0.32, -3.97], [0.17, -0.38, -6.41], [-0.54, 1.58, -7.77], [-1.52, 3.55, -6.63], [-1.74, 3.59, -4.20]]}



# 8
{"formula": "C28H30N2O4PSW", "method": "wB97M-V/def2-TZVPD", "charge": 1, "homo_energy_ev": -11.21, "homo_lumo_gap_ha": 0.2305, "total_energy_ev": -62638.7319, "de_lowest_ev": 0.981, "species": ["W", "O", "C", "O", "C", "C", "C", "C", "C", "N", "C", "O", "O", "H", "H", "H", "C", "C", "C", "C", "C", "C", "C", "C", "S", "C", "N", "C", "C", "C", "C", "C", "C", "C", "C", "H", "H", "H", "H", "H", "H", "H", "H", "H", "H", "H", "H", "H", "H", "H", "H", "C", "P", "C", "C", "H", "H", "H", "H", "H", "H", "H", "H", "H", "C", "H", "H"], "coordinates": [[-1.20, -0.44, 0.14], [-1.94, 3.38, 0.81], [-1.86, 2.26, 0.45], [-0.99, 1.32, 0.93], [-2.77, 1.50, -0.62], [-3.44, 2.46, -1.54], [-2.70, 2.88, -2.59], [-1.38, 2.35, -2.87], [-1.00, 1.22, -2.24], [-1.86, 0.66, -1.32], [0.24, 0.39, -2.29], [1.14, 0.48, -3.08], [0.23, -0.50, -1.26], [-4.42, 2.85, -1.33], [-3.09, 3.64, -3.25], [-0.73, 2.82, -3.59], [4.25, 3.95, 0.77], [3.98, 2.67, -0.05], [3.01, 3.02, -1.18], [5.29, 2.17, -0.67], [3.43, 1.59, 0.87], [4.18, 1.20, 2.00], [3.73, 0.24, 2.89], [2.50, -0.35, 2.63], [1.65, -1.53, 3.59], [0.37, -1.51, 2.46], [0.55, -0.71, 1.43], [1.75, 0.00, 1.51], [2.22, 0.97, 0.63], [-0.90, -2.22, 2.58], [-1.12, -3.17, 3.57], [-2.37, -3.77, 3.68], [-3.38, -3.38, 2.81], [-3.14, -2.43, 1.82], [-1.89, -1.84, 1.66], [4.61, 4.74, 0.12], [5.00, 3.79, 1.55], [3.33, 4.29, 1.25], [3.44, 3.82, -1.79], [2.06, 3.39, -0.78], [2.82, 2.17, -1.83], [5.71, 2.94, -1.32], [5.12, 1.28, -1.27], [6.04, 1.94, 0.09], [5.13, 1.67, 2.20], [4.31, -0.03, 3.75], [1.63, 1.25, -0.22], [-0.33, -3.44, 4.26], [-2.56, -4.50, 4.44], [-4.37, -3.82, 2.90], [-3.97, -2.13, 1.19], [-1.18, -2.29, -3.13], [-1.77, -2.48, -1.43], [-3.54, -2.83, -1.68], [-1.06, -4.07, -0.89], [-1.54, -3.14, -3.71], [-0.10, -2.25, -3.17], [-1.58, -1.37, -3.56], [-3.65, -3.73, -2.29], [-3.99, -1.98, -2.21], [-4.06, -2.97, -0.74], [-1.22, -4.83, -1.65], [-1.53, -4.38, 0.04], [0.01, -3.95, -0.72], [-3.30, 0.34, 0.27], [-3.69, 0.64, 1.24], [-4.07, -0.22, -0.28]]}



# 9
{"formula": "C3H3NO2", "method": "wB97M-V/def2-TZVPD", "smiles": "N#C[C@@H](O)C=O", "homo_energy_ev": -11.04, "homo_lumo_gap_ha": 0.4075, "total_energy_ev": -8742.7107, "de_lowest_ev": 2.420, "species": ["O", "C", "C", "O", "C", "N", "H", "H", "H"], "coordinates": [[0.06, 1.60, -0.25], [0.15, 0.38, 0.37], [-1.01, -0.58, 0.22], [-2.02, -0.35, -0.42], [1.24, -0.52, -0.17], [2.19, -0.95, -0.67], [-0.51, 1.47, -1.03], [0.38, 0.54, 1.42], [-0.46, -1.59, 0.55]]}



# 10
{"formula": "C4H4O", "method": "wB97M-V/def2-TZVPD", "homo_energy_ev": -7.61, "homo_lumo_gap_ha": 0.2843, "total_energy_ev": -6255.6308, "de_lowest_ev": 3.749, "species": ["C", "C", "C", "C", "O", "H", "H", "H", "H"], "coordinates": [[2.31, 0.06, -0.12], [-0.09, 0.06, 0.67], [0.08, -1.26, 0.05], [1.02, 0.10, -0.41], [3.42, -0.04, 0.17], [-0.93, 0.72, 0.45], [0.29, 0.20, 1.67], [-0.60, -1.40, -0.80], [0.76, 0.57, -1.35]]}



# 11
{"formula": "C4H11N2", "method": "wB97M-V/def2-TZVPD", "charge": 1, "homo_energy_ev": -12.52, "homo_lumo_gap_ha": 0.3057, "total_energy_ev": -7294.1383, "de_lowest_ev": 6.810, "species": ["C", "C", "C", "C", "N", "N", "H", "H", "H", "H", "H", "H", "H", "H", "H", "H", "H"], "coordinates": [[-0.29, -0.57, -0.53], [0.03, 0.90, -0.54], [0.14, -1.53, 0.54], [-2.45, 0.62, -0.12], [-1.19, 0.45, -0.27], [0.95, 1.51, 0.38], [-0.31, -1.08, -1.51], [2.07, -0.55, -1.47], [-0.42, -1.19, 1.42], [1.30, -1.44, 0.65], [-0.21, -2.47, 0.17], [2.44, -0.91, -0.87], [-3.14, -0.31, -0.22], [-2.88, 1.49, 0.28], [1.63, 0.93, 0.97], [0.69, 2.09, 1.24], [1.62, 2.08, -0.13]]}



# 12
{"formula": "C3H8O3", "method": "wB97M-V/def2-TZVPD", "smiles": "O=CCCO.O", "homo_energy_ev": -10.08, "homo_lumo_gap_ha": 0.4035, "total_energy_ev": -9382.2503, "de_lowest_ev": 1.552, "species": ["O", "C", "C", "C", "O", "H", "H", "H", "H", "H", "H", "H", "H", "O"], "coordinates": [[0.17, -1.08, 1.32], [0.53, -1.13, 0.17], [0.40, 0.01, -0.82], [1.67, 0.84, -0.68], [1.69, 1.98, -1.53], [1.24, -1.92, -0.15], [-0.53, 0.53, -0.63], [0.43, -0.43, -1.82], [2.51, 0.22, -1.00], [1.83, 1.15, 0.35], [0.80, 2.12, -1.86], [-2.85, -0.82, 2.49], [-4.35, -0.88, 2.29], [-3.54, -0.59, 1.86]]}